(1)
A single C14H18N2O5 molecule in a non-equilibrium geometry. Source: the OMol25 dataset; level of theory: ωB97M-V with the def2-TZVPD basis set.

- HOMO-LUMO gap: 9.9 eV
- Spin multiplicity: 1
- SMILES: N[C@@H](CCC(=O)O)C(=O)N[C@@H](Cc1ccccc1)C(=O)O
- LUMO: 0.49 eV
- Total charge: 0
- Maximum force: 5.697 eV Å⁻¹

Geometry as XYZ:
```
39
Properties=species:S:1:pos:R:3:forces:R:3
H 0.994 -0.178 1.158 -0.7 -0.5 0.4
N 2.201 1.268 0.492 -0.7 2.8 2.2
H -2.112 0.608 -0.508 1.8 -0.4 0.8
C -1.124 -1.965 1.124 2.3 -1.0 3.6
O 2.372 1.868 5.728 -0.6 -0.1 -0.4
O -0.548 -3.014 1.323 -1.0 0.7 -1.0
C -0.028 -1.548 -1.148 2.7 1.2 -0.2
O -0.332 2.236 -0.609 1.0 -1.0 1.8
H 2.276 0.911 -0.442 0.0 0.1 -0.5
H 2.619 0.953 3.263 -1.0 0.1 0.1
O -1.718 -1.372 2.245 0.5 -0.5 -2.1
O 0.154 1.266 5.483 2.1 0.0 -1.8
C -1.606 -1.759 -4.663 1.4 -2.7 2.5
C 0.910 0.896 1.090 0.0 0.0 -0.5
C -0.181 -1.143 -2.606 -2.5 -1.5 -1.5
N -1.286 0.247 0.056 -0.6 1.7 -0.7
H -1.502 -0.131 -6.154 0.6 -1.6 1.2
H -1.460 -2.925 -2.669 1.4 1.6 -2.2
C -1.071 -1.190 -0.154 -2.0 0.8 -0.2
H 1.339 -0.131 3.702 -0.6 -1.1 -0.1
H -0.438 1.586 2.810 0.3 -0.2 -0.5
C -0.185 0.278 -4.584 0.4 0.9 1.6
H 0.159 1.323 -5.032 -1.0 -2.7 0.6
H -1.855 -0.458 1.977 -0.4 0.5 0.0
C 1.491 1.449 5.036 -1.8 -0.8 -1.1
C 0.201 0.057 -3.223 0.8 0.1 -0.9
C -0.191 1.263 0.120 -3.2 -1.2 -1.9
C 1.545 0.902 3.581 1.3 2.0 -0.2
H 0.156 -2.599 -1.082 0.3 -0.6 0.1
H 0.877 0.781 -2.693 -0.9 -0.6 -0.6
H 0.860 -1.007 -0.788 0.3 -0.6 -0.1
C -0.976 -2.073 -3.383 -2.4 -0.2 2.0
H -2.301 -2.499 -5.170 0.9 1.3 0.8
C 0.604 1.567 2.468 2.8 1.8 0.1
H -1.964 -1.615 -0.589 -1.0 0.4 -0.4
H 2.092 2.328 0.511 1.0 -1.7 -0.9
C -1.089 -0.640 -5.202 0.1 4.8 -3.0
H 0.961 2.714 2.249 -1.0 -2.5 1.0
H 0.155 1.744 6.285 -0.4 0.7 1.9
```
Forces are in eV/Å.

***

(2)
2 unconnected molecules or ions with the total composition C14H18N3 in a non-equilibrium geometry. Source: the OMol25 dataset; level of theory: ωB97M-V with the def2-TZVPD basis set.

- HOMO-LUMO gap: 6.7 eV
- Spin multiplicity: 1
- LUMO: -4.16 eV
- Total charge: +1
- Maximum force: 1.809 eV Å⁻¹

Geometry as XYZ:
```
35
Properties=species:S:1:pos:R:3:forces:R:3
H -2.730 -1.653 4.068 0.4 -0.1 0.1
N -1.485 1.591 -1.055 -0.2 -0.1 0.2
H -0.770 4.452 -2.739 -0.1 -0.3 0.0
C -1.766 -1.503 3.574 -0.1 -0.6 0.1
C -1.351 0.714 -2.065 0.4 0.7 -0.6
C -3.320 0.083 2.442 -0.6 0.3 -0.3
H 2.670 -2.543 2.074 -0.1 0.3 0.1
C 0.944 -1.260 2.119 -0.3 0.4 0.2
C -0.938 3.386 -2.578 -0.2 -0.7 0.5
H 3.352 1.486 3.469 -0.2 -0.2 -0.1
H -1.523 -2.410 3.006 -0.2 0.3 0.1
H 0.265 -2.022 1.737 0.3 0.2 0.0
H -3.538 1.046 2.922 0.1 -0.3 0.0
C 0.443 0.036 2.398 1.3 -0.4 0.2
C -0.949 0.385 2.241 -1.2 -0.4 0.7
C 2.291 -1.548 2.308 0.1 0.2 0.0
H -3.978 -0.686 2.844 -0.1 0.2 -0.2
C -0.805 2.459 -3.640 -0.1 -0.1 0.3
H -0.981 -1.342 4.323 -0.2 0.1 -0.3
C 3.162 -0.564 2.799 -0.5 0.1 0.0
C -1.298 2.895 -1.319 0.3 -0.2 -0.9
H 4.216 -0.796 2.953 -0.3 0.1 0.0
N -0.517 2.883 -4.895 0.2 0.1 -0.5
H -3.488 0.204 1.366 0.1 -0.1 0.2
H -0.467 2.231 -5.667 0.0 0.3 0.3
H -1.442 3.590 -0.489 0.1 -0.2 -0.2
H -1.237 1.346 1.794 0.1 -0.4 -0.1
C -0.996 1.083 -3.367 -0.2 0.2 0.8
H -0.425 3.869 -5.103 0.0 -0.4 0.1
C 1.340 1.024 2.865 -0.5 -0.2 -0.3
H -1.536 -0.338 -1.833 0.1 0.3 0.0
H 0.938 2.016 3.061 0.3 -0.1 0.0
C 2.677 0.719 3.085 0.1 -0.2 -0.1
H -0.874 0.334 -4.151 -0.1 0.2 0.2
N -1.943 -0.339 2.702 1.4 1.0 -0.6
```
Forces are in eV/Å.

***

(3)
A molecular structure, C14H18N4O4Re. Source: the OMol25 dataset; level of theory: ωB97M-V with the def2-TZVPD basis set.

- HOMO-LUMO gap (spin up / spin down): 5.8 / 6.1 eV
- Spin multiplicity: 2
- LUMO (spin up / spin down): -16.25 / -15.99 eV
- Total charge: +4
- ⟨S²⟩: 0.7813
- Maximum force: 0.916 eV Å⁻¹

Geometry as XYZ:
```
41
Properties=species:S:1:pos:R:3:forces:R:3
C 2.291 5.416 1.726 0.1 0.1 -0.1
C -2.257 0.202 0.546 0.2 0.1 0.2
O -1.159 0.729 0.156 0.2 -0.3 -0.1
H 0.854 2.389 -2.022 0.0 0.0 0.0
C -2.255 -0.360 1.926 0.0 0.1 -0.2
H 3.924 2.555 -1.947 0.0 0.0 0.0
C 2.798 5.938 0.390 0.0 -0.1 0.1
H 1.973 6.217 -0.266 0.0 -0.1 0.0
H 3.025 5.535 2.521 0.1 -0.1 0.0
H 2.908 0.591 -0.552 0.0 0.0 0.0
H -1.526 -1.642 5.457 0.0 0.0 0.0
N 1.965 3.961 1.622 -0.1 0.0 0.1
C 1.843 1.935 -1.929 -0.1 -0.1 -0.1
H 2.787 3.765 -2.546 0.0 0.0 0.0
N 2.906 3.637 -0.470 -0.4 -0.3 0.3
N -1.038 -0.202 2.456 0.2 0.2 0.0
O 1.263 0.314 3.071 0.4 -0.1 -0.2
H 1.180 0.228 -0.725 -0.1 -0.2 0.1
O -3.312 0.143 -0.133 -0.1 0.0 -0.1
Re 0.519 0.661 1.268 -0.9 -0.1 -0.1
C 1.936 1.070 -0.682 0.2 0.2 0.3
C -3.288 -0.963 2.619 -0.1 -0.1 0.0
N 1.613 1.927 0.501 0.1 -0.1 0.2
C -1.729 -1.272 4.458 -0.1 -0.1 0.0
C -0.766 -0.650 3.691 0.2 0.0 0.1
C 2.931 2.986 -1.797 0.1 0.0 0.0
H 2.019 1.322 -2.813 0.0 0.0 0.0
O 1.357 -0.680 4.991 0.1 0.0 0.1
C 0.676 -0.362 3.988 -0.3 0.1 -0.2
C 2.172 3.235 0.550 0.4 0.4 -0.5
H 4.550 4.651 0.333 0.0 0.0 0.0
C -3.013 -1.423 3.910 0.0 0.0 0.0
H -3.308 0.522 -1.042 0.0 0.0 0.0
C 3.678 4.893 -0.281 0.1 0.1 0.0
H 4.025 5.211 -1.260 0.0 0.0 0.0
H -4.271 -1.078 2.175 0.0 0.0 0.0
H 1.529 3.529 2.425 0.0 0.0 0.0
H 1.377 5.926 2.025 0.0 0.0 0.0
H 3.385 6.839 0.561 0.0 0.0 0.0
H -3.791 -1.909 4.490 0.0 0.0 0.0
H 0.957 -1.204 5.718 0.0 0.0 0.0
```
Forces are in eV/Å.

***

(4)
A single C14H18O molecule in a non-equilibrium geometry. Source: the OMol25 dataset; level of theory: ωB97M-V with the def2-TZVPD basis set.

- HOMO-LUMO gap: 9.7 eV
- Spin multiplicity: 1
- SMILES: C=C(C)C(=O)CC(C)(C)c1ccccc1
- LUMO: 0.64 eV
- Total charge: 0
- Maximum force: 5.200 eV Å⁻¹

Geometry as XYZ:
```
33
Properties=species:S:1:pos:R:3:forces:R:3
H 1.274 -1.073 -0.399 -0.3 -1.2 0.4
C 2.731 0.502 1.596 -2.2 -1.1 0.5
H 3.026 2.464 2.056 -0.1 1.6 -0.3
C -3.103 -1.421 -2.858 1.3 3.1 -0.5
H -1.083 1.393 -2.450 -0.5 -1.4 0.3
H 1.698 -1.416 1.758 2.5 0.9 0.3
C -1.422 -0.211 -1.002 2.8 -1.3 2.6
H -0.421 -1.286 1.572 0.9 -2.8 -0.4
C -0.449 1.907 0.085 0.1 0.4 1.9
C 3.005 1.481 2.393 1.0 0.1 1.7
C -0.425 0.342 0.067 0.0 -0.2 0.5
H -2.599 0.400 -3.973 -0.5 0.6 -1.9
H 0.084 2.331 -0.778 -0.1 -0.2 0.3
H 3.578 -1.244 1.475 0.1 -1.4 0.0
H -0.232 0.163 2.250 0.9 1.6 1.7
C 2.180 0.717 0.291 1.8 3.0 -3.8
H -3.319 -2.887 -1.418 -0.9 -2.0 0.6
H 2.839 -1.017 3.068 0.5 -0.1 1.3
H -1.826 -0.337 1.602 1.2 0.3 0.3
C 2.726 -0.879 2.030 -2.1 -2.1 -1.1
H 1.104 0.278 -1.384 0.1 0.2 -0.5
C -2.423 -0.167 -3.125 -0.8 -2.5 1.0
C -0.703 -0.312 1.466 -3.4 2.0 -2.2
H -1.848 -2.192 0.129 0.6 1.7 -0.8
C 1.001 -0.046 -0.360 1.0 1.7 -0.5
H 0.077 2.296 1.055 -0.8 -0.7 -1.8
H -3.823 -1.754 -3.587 -0.1 -0.4 0.1
O 2.815 1.561 -0.413 -2.1 -2.0 1.3
C -1.543 0.381 -2.229 -0.4 1.7 -0.2
C -1.914 -1.501 -0.771 -0.9 -0.3 1.2
H 3.301 1.198 3.397 0.1 0.5 0.1
C -2.828 -2.013 -1.647 0.1 0.6 -1.9
H -1.477 2.342 0.105 0.6 -0.5 0.0
```
Forces are in eV/Å.

***

(5)
A single C14H18O3 molecule. Source: the OMol25 dataset; level of theory: ωB97M-V with the def2-TZVPD basis set.

- HOMO-LUMO gap: 10.3 eV
- Spin multiplicity: 1
- SMILES: O=C(O)[C@](O)(c1ccccc1)C1CCCCC1
- LUMO: 0.72 eV
- Total charge: 0
- Maximum force: 0.523 eV Å⁻¹

Geometry as XYZ:
```
35
Properties=species:S:1:pos:R:3:forces:R:3
H -4.256 1.605 0.372 -0.1 0.0 0.1
H -1.167 0.018 1.688 0.0 0.0 0.0
C 3.181 1.699 -0.427 0.0 0.1 0.0
H -0.704 0.647 -1.269 0.1 0.0 0.0
H -3.144 0.741 -1.653 0.0 0.0 -0.1
H 5.210 1.458 0.215 0.1 0.0 0.0
H -2.233 2.243 1.684 0.0 0.1 0.0
C -3.422 0.908 0.474 0.0 0.2 -0.3
H -2.248 -1.578 0.118 0.0 -0.1 0.0
H -0.044 1.264 1.102 0.0 -0.1 0.1
O 0.005 -3.238 0.091 0.0 0.0 0.2
C -0.956 0.708 0.868 0.0 0.3 -0.2
C 4.091 -0.361 0.376 0.1 -0.1 0.0
H 2.759 -2.024 0.415 0.0 -0.1 0.0
H 0.772 -0.949 1.902 0.0 0.0 -0.2
H 3.303 2.741 -0.686 0.0 0.1 0.0
H -1.984 -1.434 -1.623 0.0 -0.1 0.1
O 0.520 -1.535 -1.825 0.0 -0.1 -0.1
C -3.280 0.076 -0.797 -0.1 -0.2 0.3
C 0.455 -0.977 -0.527 -0.1 0.2 -0.1
H -3.639 0.248 1.316 -0.1 0.0 0.1
C 4.252 0.980 0.074 0.0 0.0 0.0
O 0.460 -1.855 1.762 -0.1 -0.3 0.3
H 0.294 -2.477 -1.743 0.0 0.1 0.1
C -0.806 -0.064 -0.444 0.2 -0.5 0.2
C 1.952 1.091 -0.609 0.0 -0.1 0.0
C 2.862 -0.970 0.196 0.0 0.1 0.0
C 1.770 -0.247 -0.279 0.0 -0.1 0.0
H -1.948 2.387 -0.052 0.0 0.1 0.0
C 0.290 -2.134 0.467 0.1 0.2 -0.3
H 4.924 -0.939 0.747 0.1 0.0 0.0
H 1.140 1.666 -1.024 -0.1 0.1 0.0
C -2.134 1.676 0.756 -0.1 -0.2 0.3
C -2.085 -0.868 -0.697 0.0 0.2 -0.3
H -4.191 -0.503 -0.965 0.0 0.0 -0.1
```
Forces are in eV/Å.